ORCA calculation (the ωB97M-V functional and the def2-TZVPD basis) on C5H12O2 as an isolated structure.

Geometry (Å):
C  -2.067  -0.244  -1.203
C  -0.621  -0.711  -0.996
C  -0.107  -0.383  0.389
O  -0.575  -1.299  1.381
C  1.215  0.035  0.714
C  2.122  0.748  -0.241
O  0.552  1.488  1.747
H  -2.716  -0.561  -0.375
H  -2.118  0.849  -1.247
H  -2.501  -0.649  -2.124
H  -0.571  -1.804  -1.121
H  0.016  -0.279  -1.776
H  -0.235  0.920  0.977
H  -1.508  -1.462  1.199
H  1.711  -0.464  1.547
H  1.567  1.342  -0.972
H  2.792  1.414  0.306
H  2.735  0.015  -0.783
H  0.308  1.044  2.578

Atomic forces in eV per Å
C -0.06 0.02 0.00
C 0.03 0.02 -0.04
C 0.38 -0.09 -0.28
O -0.24 -0.09 -0.06
C -0.10 -0.21 -0.22
C -0.09 0.04 0.00
O -0.15 -0.02 0.24
H 0.10 0.02 -0.14
H 0.02 -0.15 0.01
H 0.09 0.06 0.11
H 0.04 0.16 -0.02
H -0.05 0.00 0.17
H 0.06 0.03 0.12
H 0.11 0.04 0.16
H -0.10 0.11 -0.07
H 0.03 -0.10 0.12
H -0.10 -0.11 -0.10
H -0.14 0.04 0.09
H 0.14 0.25 -0.09

- Energy above the lowest of the compared OMol25 structures with the same formula, charge and spin: 89.9 kcal/mol
- Electronic energy: -9471.2392 eV
- Frontier orbital gap: 8.510 eV
- Spin multiplicity: 1
- Highest occupied orbital energy: -7.596 eV